Below is 2 unconnected molecules or ions with the total composition CH2NO3S at a distorted geometry, with properties calculated with the ωB97M-V functional and the def2-TZVPD basis.

Summary:
Charge = -1
Calculated total energy = -19535.619 eV
Strongest force on any atom = 4.459 eV/Å
Energy relative to the best compared isomer or geometry (same formula, charge and spin) = 75.7 kcal/mol
LUMO level = 0.127 Ha
Gap between HOMO and LUMO = 6.17 eV

Last column: Mulliken charge in e.
Cartesian coordinates (Å):
C  2.77271  -0.29044  -0.03664  0.634
N  -0.06348  -0.86107  -1.16985  -0.435
O  -0.50214  0.45936  -1.74692  -0.430
O  3.39508  -1.22240  -0.13337  -0.341
O  2.30110  0.75287  -0.01748  -0.354
S  -1.05958  -1.35906  0.07377  -0.331
H  -0.67512  -1.09032  1.57538  -0.004
H  -0.13636  1.15374  -1.14523  0.261

=====

Below is a gas-phase ion, C17H27FN3O10 (charge +1) at a distorted geometry, with properties calculated with the ωB97M-V functional and the def2-TZVPD basis.

Summary:
Charge = +1
Calculated total energy = -45718.847 eV
Strongest force on any atom = 5.909 eV/Å
SMILES = CCO[C@@]1(N=C=O)OC[C@](CCCOC(C)=O)(COCOCCO)[N@@H+]1C(=O)NC(=O)F
LUMO level = -0.145 Ha
Gap between HOMO and LUMO = 8.59 eV

Last column: Mulliken charge in e.
Cartesian coordinates (Å):
C  0.86839  -1.57917  2.90750  -1.125
C  1.11157  -0.19478  3.48413  -0.152
O  2.01694  0.63619  2.71026  -0.358
C  1.44244  1.60524  1.97878  0.865
N  1.28050  2.91921  2.56152  -0.600
C  0.89406  2.90588  3.74228  0.751
O  0.56306  2.84224  4.85014  -0.351
O  2.46277  1.87920  1.00537  -0.481
C  1.93350  1.98758  -0.31300  -1.536
C  0.86806  0.83086  -0.28084  0.872
C  1.80547  -0.40953  -0.37288  -1.516
C  1.12614  -1.74916  -0.70799  0.111
C  2.15893  -2.60453  -1.47345  -1.100
O  2.09448  -2.15968  -2.84099  -0.247
C  1.83595  -3.18167  -3.72975  0.634
C  2.94942  -3.76602  -4.55185  -1.085
O  0.72119  -3.56771  -3.86768  -0.477
C  0.06953  1.03012  -1.59586  -1.913
O  -1.33326  1.04704  -1.49326  -0.343
C  -1.89906  -0.12191  -0.97727  0.284
O  -3.25122  0.13547  -0.86414  -0.324
C  -3.90767  -0.69917  0.08270  -0.297
C  -4.61652  0.15091  1.13175  -0.418
O  -5.35107  1.18049  0.50766  -0.546
N  0.29584  1.20238  1.03149  0.958
C  -0.81571  2.20288  1.07318  -0.513
O  -1.79148  1.87506  1.64720  -0.350
N  -0.68431  3.45264  0.38818  0.049
C  -1.69112  3.64424  -0.64155  0.571
O  -1.37563  4.03529  -1.70181  -0.407
F  -2.94936  3.37597  -0.37686  -0.160
H  1.77655  -2.09424  2.61495  0.271
H  0.41220  -2.16452  3.70335  0.532
H  0.12323  -1.52043  2.11210  0.134
H  1.57270  -0.32036  4.45982  0.554
H  0.17289  0.32900  3.68541  0.208
H  2.66103  1.89453  -1.10662  0.603
H  1.46319  2.96877  -0.42507  0.522
H  2.42439  -0.55015  0.50866  0.608
H  2.47785  -0.17825  -1.19286  0.751
H  0.92038  -2.29894  0.20821  0.350
H  0.27913  -1.68138  -1.37818  -0.051
H  1.90089  -3.65744  -1.42329  0.561
H  3.15369  -2.38582  -1.08536  0.429
H  2.89376  -3.43165  -5.58415  0.321
H  2.84822  -4.84576  -4.56153  0.355
H  3.93805  -3.52004  -4.16999  0.297
H  0.35586  1.98211  -2.03453  0.588
H  0.37164  0.28172  -2.33377  0.501
H  -1.48163  -0.44582  -0.00174  -0.135
H  -1.76034  -0.94403  -1.69622  0.311
H  -3.26604  -1.45359  0.54437  0.294
H  -4.69317  -1.22845  -0.45618  0.452
H  -3.92023  0.56624  1.86246  0.097
H  -5.35421  -0.46111  1.64767  0.411
H  -4.89023  2.00862  0.62325  0.323
H  -0.21786  0.35807  1.31892  0.465
H  -0.87533  4.15799  1.10079  0.450

=====

Below is 2 unconnected molecules or ions with the total composition C2H3N2O2 at a distorted geometry, with properties calculated with the ωB97M-V functional and the def2-TZVPD basis.

Summary:
Charge = +1
Calculated total energy = -9183.251 eV
Strongest force on any atom = 4.705 eV/Å
Energy relative to the best compared isomer or geometry (same formula, charge and spin) = 163.1 kcal/mol
LUMO level = -0.318 Ha
Gap between HOMO and LUMO = 6.74 eV

Last column: Mulliken charge in e.
Cartesian coordinates (Å):
C  0.16193  0.82476  -0.97900  0.095
C  0.80875  -1.47414  -0.36470  0.089
N  -0.52059  1.26623  -1.91314  0.628
N  0.43499  -0.45162  -0.74139  0.012
O  -0.01295  -1.00804  1.99605  -0.575
O  -1.12295  1.52109  -2.82333  -0.174
H  0.44706  1.56723  -0.11689  0.329
H  -0.35789  -1.84336  2.31352  0.316
H  0.16164  -0.40214  2.62886  0.280

=====

Below is a molecular structure, C20H28MnNO2S at a distorted geometry, with properties calculated with the ωB97M-V functional and the def2-TZVPD basis.

Summary:
Calculated total energy = -68916.635 eV
Strongest force on any atom = 12.488 eV/Å
<S²> = 6.32
Energy relative to the best compared isomer or geometry (same formula, charge and spin) = 300.7 kcal/mol
2S+1 = 5
LUMO level (alpha / beta) = 0.011 / 0.005 Ha
Gap between HOMO and LUMO (alpha / beta) = 5.64 / 5.52 eV

Last column: Mulliken charge in e.
Cartesian coordinates (Å):
O  -0.08010  0.04921  0.54814  0.099
C  0.91290  -0.49759  -0.37016  -0.713
C  0.41980  0.40931  -1.48916  -0.555
H  0.75710  -1.56309  -0.50536  0.321
H  1.92070  -0.33189  -0.00386  0.264
C  -0.72510  0.82061  -0.55056  1.396
H  0.11240  -0.08689  -2.40516  0.068
H  1.09610  1.22551  -1.72866  0.377
C  -2.05270  0.19941  -0.91166  -1.656
H  -1.97830  -0.88549  -0.93046  0.394
H  -2.35780  0.53701  -1.90196  0.456
H  -2.83210  0.47621  -0.20766  0.276
C  -0.83240  2.28421  -0.22116  -1.632
H  0.14580  2.73511  -0.08266  0.351
H  -1.40840  2.43621  0.68844  0.146
H  -1.33630  2.80641  -1.03386  0.497
Mn  0.00000  0.00001  2.77474  0.529
C  0.87240  1.54761  4.32164  -0.282
C  1.80080  0.49361  4.20574  -0.588
C  2.35000  0.55301  2.90524  -1.012
H  2.04740  -0.23239  4.96094  0.711
C  1.74960  1.62061  2.22604  -0.563
C  0.81390  2.22931  3.08494  -0.952
H  0.18540  3.07211  2.85144  0.427
H  0.30330  1.78691  5.20164  0.794
H  3.05430  -0.14649  2.49484  0.434
H  1.93340  1.89201  1.20114  0.633
C  -1.46770  -0.45879  4.62754  -0.105
C  -1.92460  0.71651  3.98584  -0.669
C  -2.32830  0.37731  2.68414  -0.428
H  -1.95190  1.70421  4.41134  0.558
C  -2.12160  -1.01459  2.52124  -0.513
C  -1.60790  -1.52399  3.72774  -0.933
H  -1.29060  -2.53659  3.89384  0.482
H  -1.06020  -0.52249  5.62244  0.449
H  -2.74590  1.05641  1.96234  0.645
H  -2.27330  -1.58299  1.62134  0.441
O  0.70900  -1.66959  -4.64016  -0.369
C  0.25620  -0.55979  -5.42406  -0.370
C  0.41340  -0.96969  -6.87966  -0.602
H  0.86810  0.32021  -5.19596  0.273
H  -0.77480  -0.33439  -5.14946  0.284
C  1.62270  -1.89409  -6.81036  -0.512
H  0.55560  -0.11879  -7.54316  0.338
H  -0.46510  -1.51969  -7.21846  0.283
C  1.39280  -2.60269  -5.48476  -0.463
H  2.54370  -1.31119  -6.77696  0.269
H  1.69000  -2.58379  -7.64936  0.330
H  2.31780  -2.90719  -4.99386  0.266
H  0.77070  -3.49469  -5.61906  0.262
S  0.00000  0.00001  4.77474  0.849
C  0.00000  0.00001  6.58474  -0.236
N  0.00000  0.00001  7.84564  -0.749

=====

Below is a molecular structure, C2H2ClN3O6 at a distorted geometry, with properties calculated with the ωB97M-V functional and the def2-TZVPD basis.

Summary:
Calculated total energy = -31372.798 eV
Strongest force on any atom = 4.356 eV/Å
Energy relative to the best compared isomer or geometry (same formula, charge and spin) = 5.3 kcal/mol
LUMO level = -0.052 Ha
Gap between HOMO and LUMO = 10.19 eV

Last column: Mulliken charge in e.
Cartesian coordinates (Å):
C  1.61894  0.37651  -0.24466  -0.185
C  -0.27989  0.05910  0.03271  -0.318
N  -1.15922  1.06073  -0.48471  0.991
N  -0.40920  -0.15573  1.54117  1.048
N  -0.44197  -1.39264  -0.55123  1.034
O  -1.75683  1.74559  0.31509  -0.549
O  -1.06164  -1.10268  1.96974  -0.557
O  -1.35439  -1.59688  -1.32182  -0.538
O  -1.18097  1.21471  -1.69279  -0.491
O  0.24926  0.65873  2.14575  -0.547
O  0.51085  -2.13065  -0.28098  -0.564
Cl  1.77404  0.84761  -1.92644  -0.081
H  1.79200  -0.73766  -0.01921  0.369
H  1.69902  1.15326  0.51739  0.388

=====

Below is 2 unconnected molecules or ions with the total composition C4H2N4O2 at a distorted geometry, with properties calculated with the ωB97M-V functional and the def2-TZVPD basis.

Summary:
Calculated total energy = -14228.306 eV
Strongest force on any atom = 4.801 eV/Å
Energy relative to the best compared isomer or geometry (same formula, charge and spin) = 150.3 kcal/mol
LUMO level (alpha / beta) = 0.002 / 0.002 Ha
Gap between HOMO and LUMO (alpha / beta) = 9.91 / 9.90 eV

Last column: Mulliken charge in e.
Cartesian coordinates (Å):
C  -0.24430  -0.31223  0.14120  -1.060
C  0.88530  0.40004  0.15588  1.146
C  -2.45383  0.18291  -0.08080  0.162
C  2.72980  0.80364  0.03359  0.666
N  0.13949  -1.61206  0.04367  0.037
N  1.96548  -0.45319  0.09989  0.232
N  1.39675  -1.74902  -0.03393  -0.606
N  -3.32030  -0.63433  0.14061  -0.392
O  1.60128  1.56532  0.02445  -0.390
O  3.84527  1.03678  0.07961  -0.361
H  -2.27344  1.21019  -0.52645  0.283
H  -4.27149  -0.43806  -0.07773  0.284

=====

Below is 13 unconnected molecules or ions with the total composition C40H59BrF3N14O4 at a distorted geometry, with properties calculated with the ωB97M-V functional and the def2-TZVPD basis.

Summary:
Charge = +1
Calculated total energy = -149668.851 eV
Strongest force on any atom = 3.950 eV/Å
LUMO level = -0.171 Ha
Gap between HOMO and LUMO = 7.04 eV

Last column: Mulliken charge in e.
Cartesian coordinates (Å):
C  3.33933  -0.97510  2.46175  -1.038
C  2.85130  0.18759  3.30518  -0.242
O  1.53911  0.60395  2.91638  -0.391
C  1.52975  1.19712  1.63804  -0.731
C  0.26079  2.01905  1.52678  -1.111
C  -0.98425  1.13372  1.62845  0.277
C  -2.24113  2.01172  1.74409  -1.485
C  -3.38614  1.41160  2.55288  -1.384
C  -4.23084  0.30522  1.91292  1.511
C  -5.72380  0.36473  2.34703  -0.895
C  -5.85226  0.67053  3.84367  0.326
C  -5.17426  -0.29678  4.77951  -0.658
O  -6.64643  -0.16144  4.56373  -0.525
C  -4.34448  0.48368  0.41235  -1.663
N  -4.00146  -0.50887  -0.31248  0.431
C  -3.57661  -1.68138  0.46157  0.491
Br  -1.91375  -2.37397  -0.25040  0.002
C  -4.65503  -2.75777  0.06594  0.532
F  -4.41692  -3.94651  0.56718  -0.214
F  -5.88173  -2.32711  0.32577  -0.227
F  -4.58370  -2.87520  -1.28473  -0.281
C  -3.64728  -1.15160  1.91325  -0.102
O  -2.51462  -1.16426  2.68457  -0.438
O  -4.51921  -2.14713  2.56252  -0.527
C  -3.85176  -3.07282  3.18265  0.644
N  -3.32814  -4.09471  3.46262  -0.561
H  4.36622  -1.18804  2.74439  0.339
H  3.33703  -0.77296  1.39602  0.330
H  2.73110  -1.85784  2.63710  0.273
H  2.77862  -0.14584  4.33672  0.175
H  3.51107  1.04977  3.26209  0.381
H  1.48661  0.42583  0.86523  0.230
H  2.38501  1.85494  1.48402  0.495
H  0.19806  2.56259  0.58960  0.395
H  0.24422  2.74373  2.33563  0.446
H  -0.88030  0.62675  2.58538  0.538
H  -1.03106  0.41480  0.81224  0.037
H  -1.93292  2.89892  2.28840  0.682
H  -2.54011  2.38224  0.76728  0.433
H  -4.07733  2.22994  2.74630  0.408
H  -3.00767  1.11707  3.52280  0.443
H  -6.28052  -0.54860  2.17980  0.444
H  -6.20337  1.21532  1.86290  0.492
H  -5.82329  1.70005  4.13379  0.633
H  -5.20690  -1.35677  4.63108  0.265
H  -4.91234  0.18843  5.70501  0.401
H  -4.68574  1.44238  0.05203  0.454
H  -4.04790  -0.42943  -1.32379  0.362
H  -1.70348  -1.29198  2.17146  0.485
C  5.94673  -0.86423  5.60666  -0.920
C  6.03755  0.13316  4.55083  0.461
N  6.11541  0.91868  3.71826  -0.564
H  5.05572  -0.70995  6.21460  0.307
H  5.90047  -1.86676  5.19657  0.283
H  6.81009  -0.82001  6.26622  0.438
C  -6.68476  -4.77411  -3.32721  -0.480
C  -7.22194  -4.63594  -4.67149  0.217
N  -7.64213  -4.52694  -5.73229  -0.321
H  -7.44176  -5.13997  -2.63508  0.300
H  -5.85061  -5.47393  -3.30634  0.280
H  -6.32583  -3.81831  -2.95050  0.002
C  -3.54534  -7.10394  5.55334  -0.682
C  -3.92508  -7.86581  6.73284  0.263
N  -4.22442  -8.46450  7.66366  -0.329
H  -2.71374  -7.57442  5.03153  0.280
H  -4.37397  -7.02503  4.85192  0.245
H  -3.24005  -6.09325  5.81765  0.219
C  -1.53963  -0.16171  -3.30547  -0.952
C  -1.57082  1.02465  -2.48680  0.594
N  -1.59591  1.97067  -1.84042  -0.403
H  -0.84862  -0.90784  -2.92258  0.284
H  -2.53106  -0.62351  -3.35805  0.244
H  -1.23766  0.06961  -4.31851  0.260
C  1.02289  2.55912  -6.02871  -0.528
C  0.96645  1.35484  -5.22625  0.587
N  0.92107  0.40360  -4.58342  -0.534
H  0.19164  2.60475  -6.73210  0.062
H  0.97976  3.45520  -5.40772  0.286
H  1.94040  2.60784  -6.60562  0.140
C  -1.55258  0.30866  -9.43721  -0.898
C  -1.60047  1.48751  -8.59093  0.451
N  -1.64936  2.41862  -7.92217  -0.477
H  -0.85018  -0.42142  -9.04065  0.269
H  -2.53216  -0.16258  -9.50642  0.347
H  -1.23230  0.56667  -10.44487  0.273
C  -2.43927  4.84468  -4.00163  -0.602
C  -1.22148  5.42907  -4.53422  0.453
N  -0.26623  5.90962  -4.95050  -0.498
H  -3.04379  5.59478  -3.50024  0.367
H  -3.04686  4.40213  -4.79188  0.333
H  -2.22297  4.06195  -3.27606  -0.022
C  3.48200  2.12079  -9.89647  -0.891
C  2.34832  1.56025  -9.17933  0.358
N  1.45555  1.11843  -8.61031  -0.316
H  3.19028  3.01096  -10.45118  0.276
H  4.27878  2.40031  -9.20896  0.290
H  3.88843  1.40151  -10.60528  0.307
C  -0.54008  8.79321  -2.42592  -0.827
C  -1.45430  7.73657  -2.02793  0.391
N  -2.16939  6.89659  -1.71323  -0.442
H  -0.72461  9.09933  -3.45403  0.267
H  -0.65366  9.66793  -1.78763  0.341
H  0.49325  8.45792  -2.35826  0.268
C  8.77525  1.10977  1.56052  -0.142
C  8.87785  2.10437  0.50474  0.238
N  8.95874  2.88556  -0.33201  -0.394
H  7.88568  1.26596  2.16922  0.011
H  8.71920  0.10182  1.15545  0.053
H  9.63775  1.14679  2.22564  0.295
C  4.01245  -4.49730  7.59060  -0.831
C  5.28659  -3.96407  7.13517  0.428
N  6.29329  -3.54376  6.78045  -0.426
H  3.47998  -3.76906  8.20018  0.271
H  3.37559  -4.75947  6.74734  0.264
H  4.15797  -5.39341  8.19120  0.309
C  11.55052  -2.42988  1.13719  -0.813
C  10.12665  -2.21803  1.34033  0.399
N  9.00300  -2.05082  1.49931  -0.433
H  12.06579  -2.55279  2.08825  0.270
H  11.73033  -3.32247  0.54066  0.287
H  12.00013  -1.58425  0.61888  0.274